Formula: C6H12N
Source: the Open Molecules 2025 dataset
Level of theory: the ωB97M-V functional and the def2-TZVPD basis

As for the frontier orbital gap: 8.490 eV. As for the total charge: +1.

Last column: natural (NBO) charge in e.
Atoms and positions in Å:
C 0.75729 -1.48284 0.35104  -0.3434
C 0.14304 0.80807 0.01893  -0.2999
C 1.16294 -0.24760 0.06190  -0.0483
C -2.05626 -0.45259 0.70230  0.3675
C 2.59113 0.14738 0.03426  -0.6525
C -2.53070 -0.39029 -0.64108  -0.8419
N -1.02704 0.61560 0.92478  -0.6357
H 1.45594 -2.27126 0.62433  0.2371
H -0.35443 -1.75051 0.59589  0.1883
H 0.84200 1.65199 0.14994  0.2716
H -0.23457 0.86411 -1.05757  0.2395
H 3.37806 -0.50799 0.54356  0.2652
H 2.69460 1.23634 0.52589  0.2157
H 2.96413 0.22211 -0.98046  0.2490
H -3.55738 -0.00108 -0.40641  0.3370
H -2.66353 -1.39319 -1.02695  0.3203
H -1.93234 0.36508 -1.25962  0.2118
H -0.62869 0.41776 1.89683  0.4652
H -1.56378 1.44207 0.92207  0.4536